A cluster of 13 separate species, C9H45N11O13 in total at a distorted geometry. Source: the Open Molecules 2025 dataset; level of theory: the ωB97M-V functional and the def2-TZVPD basis.

Summary:
- LUMO energy (eV) = 0.003
- spin multiplicity = 1
- ΔE to the lowest compared entry with this formula, charge and spin (kcal/mol) = 13.80
- orbital gap (eV) = 9.4588
- HOMO energy (eV) = -9.5

```
78
C9H45N11O13 the ωB97M-V functional and the def2-TZVPD basis
C 3.9780 -1.4744 1.1324
C 4.6684 -1.4647 2.4778
C 5.5802 -2.6807 2.6736
O 6.0151 -2.9187 4.0456
C 6.8674 -4.0823 4.0878
N 5.4139 -0.2066 2.6500
H 3.6103 -0.4628 0.9602
H 3.2745 -2.3020 1.0404
H 4.7448 -1.5550 0.3620
H 3.8694 -1.4548 3.2191
H 6.4336 -2.6499 1.9962
H 5.0402 -3.5724 2.3552
H 7.6281 -4.1239 3.3083
H 6.2687 -4.9468 3.8011
H 7.3393 -4.2055 5.0626
H 5.5678 -0.1514 3.6467
H 4.6946 0.5002 2.5961
O -3.7102 5.5837 1.3688
H -3.7459 6.0814 0.5520
H -4.5041 5.0492 1.3591
O -2.6575 -3.8786 -4.0966
H -3.0133 -2.9947 -4.0057
H -2.7378 -4.0748 -5.0300
O 0.8743 -5.1740 -2.1249
H 0.5480 -5.4255 -1.2609
H 0.1838 -4.6210 -2.4905
O -4.4642 -0.1570 -4.5717
H -3.8462 0.4919 -4.9081
H -5.3179 0.1374 -4.8893
O 1.8655 4.2248 -4.2792
H 2.7890 4.3709 -4.0742
H 1.8424 4.1353 -5.2320
O -6.1282 3.6354 -2.5598
H -6.0534 2.6977 -2.7370
H -7.0476 3.8393 -2.7307
O 1.2326 6.9026 -1.1705
H 1.4501 6.4906 -2.0067
H 1.8329 6.5015 -0.5421
C 2.4067 1.5025 -8.3114
O 1.7044 2.4963 -8.4482
N 3.4836 1.2629 -9.0075
N 2.1165 0.5097 -7.4812
H 3.8248 0.3150 -8.9352
H 3.9023 1.9712 -9.5933
H 1.1865 0.5593 -7.0902
H 2.7513 -0.2732 -7.4169
C -1.0454 1.3813 -1.3210
O -1.9976 0.8244 -0.8473
N -0.3165 0.8247 -2.2567
N -0.6491 2.5192 -1.0231
H 0.5026 1.3482 -2.5306
H -0.4896 -0.1046 -2.6127
H -1.0911 3.0003 -0.2528
H -0.2421 3.0921 -1.7484
C 0.6483 1.1365 5.9932
O -0.2360 0.3287 5.8117
N 1.6132 0.9265 6.8365
N 1.0260 2.1233 5.3036
H 1.6912 -0.0259 7.1636
H 2.2978 1.6512 6.9986
H 1.7305 2.7676 5.6331
H 0.5624 2.2887 4.4217
C -7.4366 1.1171 2.0162
O -6.8947 2.2192 2.1980
N -8.6591 0.8752 2.4363
N -6.9469 0.1163 1.2740
H -9.0820 -0.0183 2.2290
H -9.2085 1.7149 2.5511
H -7.5652 -0.6551 1.0676
H -6.0422 0.1950 0.8317
C -1.8115 -4.5961 2.8548
O -1.6434 -5.4311 1.9406
N -1.7511 -4.9416 4.1228
N -1.8688 -3.3119 2.7510
H -1.8283 -4.2048 4.8093
H -1.4458 -5.8792 4.3418
H -1.8321 -3.0209 1.7846
H -1.7510 -2.6688 3.5209
```

These are the Mulliken partial charges, in e, on atoms 1 to 2: C -1.42; C 0.57

A structure of composition C49H71ClGeN7O3SeTeW. Source: the Open Molecules 2025 dataset; level of theory: the ωB97M-V functional and the def2-TZVPD basis.

Summary:
- LUMO energy (alpha / beta) (eV) = -6.305 / -6.730
- spin multiplicity = 2
- ΔE to the lowest compared entry with this formula, charge and spin (kcal/mol) = 0.00
- orbital gap (alpha / beta) (eV) = 5.3314 / 4.9061
- <S²> = 0.758
- net charge = +2
- HOMO energy (alpha / beta) (eV) = -11.6 / -11.6

```
135
C49H71ClGeN7O3SeTeW the ωB97M-V functional and the def2-TZVPD basis
W -0.5366 0.9817 -0.1484
C -5.8809 1.5391 2.5712
C -5.7846 0.7747 1.2599
C -6.1965 -0.6763 1.4368
C -6.5977 1.4518 0.1691
O -4.3892 0.7567 0.8715
Ge -3.4617 1.9107 -0.0513
O -0.4782 2.6425 -0.9728
C -0.3380 3.8339 -1.8265
C -0.1629 3.3791 -3.2682
C -1.6175 4.6452 -1.7079
C 0.8663 4.6062 -1.3208
O -1.6270 -0.3669 -0.7072
C -2.4391 -1.5756 -1.1005
C -1.4638 -2.5935 -1.6619
C -3.1180 -2.1240 0.1341
C -3.4619 -1.0981 -2.1106
H -6.9020 1.5057 2.9554
H -5.6069 2.5874 2.4315
H -5.2133 1.1038 3.3155
H -7.2378 -0.7376 1.7564
H -5.5798 -1.1575 2.1950
H -6.0953 -1.2234 0.4990
H -7.6594 1.4486 0.4214
H -6.4749 0.9351 -0.7851
H -6.2950 2.4968 0.0521
H -0.9759 2.7149 -3.5621
H 0.7976 2.8957 -3.4449
H -0.2067 4.2569 -3.9129
H -2.4686 4.0790 -2.0853
H -1.5227 5.5455 -2.3159
H -1.7917 4.9480 -0.6771
H 1.7804 4.0161 -1.4069
H 0.7182 4.9080 -0.2846
H 0.9937 5.5067 -1.9225
H -0.5965 -2.7121 -1.0094
H -1.9794 -3.5535 -1.7185
H -1.1178 -2.3502 -2.6658
H -2.3913 -2.5045 0.8513
H -3.7418 -2.9631 -0.1800
H -3.7607 -1.3764 0.5864
H -3.0057 -0.5782 -2.9562
H -4.2007 -0.4464 -1.6452
H -3.9863 -1.9689 -2.5044
N 3.7289 1.8210 0.6525
C 2.5061 1.7677 1.1643
N 1.6612 1.4786 0.1880
C 2.4699 1.3329 -0.9015
N 3.7318 1.5388 -0.6662
C 1.8989 0.8332 -2.1412
C 2.6134 0.6963 -3.3227
N 2.0455 0.2166 -4.4159
C 0.7622 -0.1215 -4.3344
C 0.0302 0.0171 -3.1658
N 0.6065 0.4845 -2.0549
H 4.5910 2.0277 1.1297
H 2.2593 1.9434 2.1988
H 3.6588 0.9783 -3.3620
H 0.2925 -0.5105 -5.2308
H -1.0200 -0.2254 -3.1205
Cl 1.4327 0.8443 4.2176
C -0.2470 0.3490 4.1430
C -0.9681 0.4720 5.3195
C -2.3066 0.1154 5.3477
C -2.9032 -0.3589 4.1916
C -2.1620 -0.4728 3.0266
C -0.8121 -0.1292 2.9582
C -0.0506 -0.2169 1.6691
H -0.4721 0.8458 6.2050
H -2.8715 0.2114 6.2651
H -3.9485 -0.6409 4.1926
H -2.6490 -0.8084 2.1306
H -0.1770 -1.2172 1.2322
H 1.0158 -0.1372 1.8779
C 1.3244 -3.6039 -5.0983
C 2.1072 -4.8893 -4.8339
C 2.6894 -4.9549 -3.4267
C 3.7408 -3.8829 -3.1744
N 4.2351 -3.9390 -1.8068
C 3.6848 -3.3030 -0.7584
Se 2.2563 -2.1345 -0.8675
N 4.3267 -3.6979 0.3624
C 4.0334 -3.2884 1.7287
C 3.3708 -4.3727 2.5720
C 1.9451 -4.7529 2.1665
C 1.8431 -5.6883 0.9639
C 5.3101 -4.6248 0.0203
C 6.2426 -5.3081 0.7891
C 7.0900 -6.1735 0.1191
C 7.0113 -6.3485 -1.2679
C 6.0864 -5.6588 -2.0321
C 5.2404 -4.7914 -1.3555
H 0.8176 -3.6457 -6.0621
H 1.9765 -2.7254 -5.1089
H 0.5675 -3.4525 -4.3225
H 2.9087 -4.9925 -5.5713
H 1.4532 -5.7513 -4.9765
H 3.1357 -5.9369 -3.2489
H 1.8907 -4.8275 -2.6884
H 3.3331 -2.8850 -3.3207
H 4.5979 -4.0003 -3.8397
H 3.3885 -2.4119 1.6591
H 4.9790 -2.9829 2.1824
H 3.3646 -3.9939 3.5973
H 3.9966 -5.2694 2.5848
H 1.3674 -3.8411 1.9835
H 1.4809 -5.2458 3.0233
H 2.1237 -5.2012 0.0304
H 0.8211 -6.0497 0.8434
H 2.4850 -6.5622 1.0980
H 6.3066 -5.1781 1.8606
H 7.8298 -6.7291 0.6793
H 7.6904 -7.0368 -1.7524
H 6.0319 -5.7941 -3.1040
C -0.8816 8.9407 2.0435
C -1.1125 7.4591 1.9881
C -0.0797 6.5600 2.1810
C -0.2795 5.1798 2.1438
C 0.8961 4.2903 2.4508
C -1.5629 4.6985 1.8650
Te -2.0052 2.6371 2.0970
C -2.6411 5.5911 1.6800
C -4.0574 5.1537 1.4158
C -2.3895 6.9501 1.7456
H 0.1502 9.1733 2.2992
H -1.5306 9.4041 2.7874
H -1.1077 9.4038 1.0815
H 0.9177 6.9330 2.3882
H 1.7921 4.6300 1.9268
H 0.6853 3.2595 2.1659
H 1.1173 4.2985 3.5206
H -4.1133 4.4599 0.5703
H -4.6828 6.0077 1.1677
H -4.4958 4.6571 2.2847
H -3.2132 7.6401 1.6022
```

These are the Mulliken partial charges, in e, on atoms 1 to 2: W 0.30; C -1.23

A cluster of 3 separate species, C19H55BN8O6P3 in total at a distorted geometry. Source: the Open Molecules 2025 dataset; level of theory: the ωB97M-V functional and the def2-TZVPD basis.

Summary:
- LUMO energy (eV) = -2.872
- spin multiplicity = 1
- orbital gap (eV) = 7.1663
- net charge = +1
- HOMO energy (eV) = -10.0

```
92
C19H55BN8O6P3 the ωB97M-V functional and the def2-TZVPD basis
C 5.2238 0.8241 -1.6516
N 4.0593 0.1381 -1.0765
C 4.4161 -0.9744 -0.1800
B 3.0636 -0.2549 -2.0455
O 3.3093 -0.7933 -3.2724
C 1.5205 0.0037 -1.6633
N 0.9895 1.4261 -1.9332
C -0.5024 1.2326 -2.1188
P -1.4677 1.4852 -0.5810
O -1.5710 0.2804 0.2655
C -0.6016 -0.1141 -2.8181
C 0.3674 -0.9779 -2.0087
C 0.7462 -2.3154 -2.6172
O -0.4194 -3.0957 -2.7854
O -0.7059 -3.6047 -1.4670
H 5.4736 1.6858 -1.0331
H 4.9974 1.2186 -2.6435
H 6.0989 0.1774 -1.7473
H 4.7070 -0.5699 0.7934
H 3.5365 -1.5835 0.0195
H 5.2497 -1.5757 -0.5428
H 4.1235 -1.3143 -3.3023
H 1.5680 -0.0204 -0.5706
H 1.4087 1.7585 -2.7973
H 1.2400 1.9818 -1.1191
H -0.8034 2.0599 -2.7718
H -0.8519 2.5629 0.0891
H -2.7142 1.9427 -1.0350
H -1.6204 -0.4745 -2.8901
H -0.1080 0.0406 -3.7833
H -0.0677 -1.2005 -1.0350
H 1.1601 -2.2283 -3.6198
H 1.4339 -2.8697 -1.9755
H -1.6161 -3.9186 -1.5726
O 4.2223 -4.1612 0.3107
P 4.5379 -5.0203 1.4961
N 4.7653 -6.5754 0.8585
C 3.8532 -7.6973 0.8497
C 5.9039 -6.7121 -0.0381
N 3.0409 -4.7314 2.3391
C 2.1803 -5.7808 2.8476
C 2.2323 -3.6001 1.9062
N 5.3242 -5.2855 2.9453
C 5.7893 -6.5662 3.4523
C 5.3519 -4.1960 3.9172
H 4.3970 -8.6230 1.0698
H 3.3572 -7.8211 -0.1203
H 3.0875 -7.6228 1.6130
H 6.8533 -6.7543 0.5124
H 5.9630 -5.8803 -0.7457
H 5.8229 -7.6291 -0.6196
H 1.6049 -6.2723 2.0533
H 1.4644 -5.3593 3.5579
H 2.7429 -6.5317 3.4056
H 1.6274 -3.8233 1.0153
H 2.8581 -2.7410 1.6859
H 1.5574 -3.3115 2.7160
H 4.9574 -7.1966 3.7772
H 6.4407 -6.4019 4.3113
H 6.3812 -7.1141 2.7229
H 4.5462 -4.3005 4.6489
H 5.2349 -3.2322 3.4231
H 6.3072 -4.1718 4.4441
O -3.9058 5.0325 -0.3382
P -5.1178 5.8415 -0.0428
N -6.0716 4.8578 0.9634
C -7.2906 4.1429 0.6570
C -5.4332 4.4551 2.2074
N -5.7271 6.0955 -1.6320
C -7.1041 5.8758 -2.0268
C -4.8287 5.7770 -2.7357
N -5.6463 7.3028 0.5371
C -6.7326 7.5166 1.4797
C -5.1541 8.5118 -0.1190
H -7.9971 4.2309 1.4900
H -7.1135 3.0745 0.4805
H -7.8088 4.5450 -0.2046
H -5.4211 5.2701 2.9430
H -4.3999 4.1366 2.0461
H -5.9673 3.6188 2.6560
H -7.3442 4.8117 -2.1398
H -7.2916 6.3579 -2.9890
H -7.8040 6.3332 -1.3246
H -4.8082 4.7028 -2.9669
H -3.8136 6.0936 -2.5160
H -5.1547 6.3148 -3.6287
H -7.7084 7.3379 1.0198
H -6.7110 8.5497 1.8273
H -6.6443 6.8962 2.3679
H -5.8596 8.8647 -0.8763
H -4.1991 8.3255 -0.6090
H -4.9903 9.3074 0.6092
```

These are the Mulliken partial charges, in e, on atoms 1 to 2: C -1.09; N -0.19

A structure of composition C29H19Cl2IIrN5O6S. Source: the Open Molecules 2025 dataset; level of theory: the ωB97M-V functional and the def2-TZVPD basis.

Summary:
- LUMO energy (alpha / beta) (eV) = 1.415 / 0.748
- spin multiplicity = 6
- ΔE to the lowest compared entry with this formula, charge and spin (kcal/mol) = 0.00
- orbital gap (alpha / beta) (eV) = 6.5452 / 6.5852
- <S²> = 8.794
- net charge = -1
- HOMO energy (alpha / beta) (eV) = -5.1 / -5.8

```
64
C29H19Cl2IIrN5O6S the ωB97M-V functional and the def2-TZVPD basis
Ir 1.6637 2.0343 1.8903
O 5.0630 0.5337 0.7593
S 4.2751 1.7500 0.7403
O 4.8789 2.8677 0.0722
O 3.8320 2.1076 2.1673
O 2.8845 1.4409 0.1389
Cl -0.3368 -3.6084 5.7882
C -0.2587 -2.0621 4.9793
C -1.2658 -1.1323 5.2775
C -1.2360 0.1196 4.7093
I -2.7210 1.5131 5.1418
C -0.2147 0.5049 3.8136
O -0.1350 1.6602 3.2877
C 0.7650 -0.5026 3.4601
N 1.6490 -0.1353 2.5488
C 2.5480 -1.1342 1.9865
C 2.7498 -2.3292 2.8651
C 1.8843 -2.6616 3.8198
C 0.7595 -1.7850 4.0979
H -2.0538 -1.4067 5.9642
H 3.5078 -0.6553 1.7833
H 3.6108 -2.9499 2.6507
H 2.0139 -3.5521 4.4188
O 0.2295 6.1276 1.5431
C 0.6146 5.0361 1.7933
N 0.9920 3.9431 2.0740
N -4.3036 2.1491 -2.5064
C -5.0358 1.9479 -3.6571
C -6.3259 2.3113 -4.0293
C -6.7373 1.9272 -5.2906
C -5.8934 1.2055 -6.1509
C -4.6145 0.8508 -5.7728
C -4.1795 1.2324 -4.5041
N -2.9624 1.0131 -3.8816
C -3.0744 1.5749 -2.7109
C -2.0169 1.6051 -1.6916
C -0.7042 1.3189 -2.0465
C 0.2765 1.3664 -1.0733
N 0.0134 1.6642 0.2014
C -1.2448 1.9434 0.5472
C -2.2828 1.9211 -0.3646
H -4.5771 2.6911 -1.7070
H -6.9785 2.8663 -3.3681
H -7.7334 2.1873 -5.6243
H -6.2586 0.9243 -7.1300
H -3.9591 0.2950 -6.4299
H -0.4601 1.0737 -3.0698
H 1.3186 1.1841 -1.3006
H -1.4108 2.1840 1.5895
H -3.2844 2.1329 -0.0137
Cl 5.4742 -5.6325 -2.1306
C 4.4502 -4.4600 -1.3378
C 4.8966 -3.1580 -1.1843
C 4.0817 -2.2298 -0.5552
C 2.8237 -2.5966 -0.0777
C 1.9567 -1.5871 0.6243
C 2.4038 -3.9117 -0.2419
C 3.2082 -4.8509 -0.8729
H 5.8734 -2.8727 -1.5507
H 4.4337 -1.2135 -0.4137
H 0.9633 -2.0049 0.8091
H 1.8536 -0.6925 0.0124
H 1.4318 -4.2109 0.1331
H 2.8785 -5.8729 -1.0004
```

These are the Mulliken partial charges, in e, on atoms 1 to 2: Ir 1.64; O -0.73

An isolated molecule of C3H5NO2 at a distorted geometry. Source: the Open Molecules 2025 dataset; level of theory: the ωB97M-V functional and the def2-TZVPD basis.

Summary:
- LUMO energy (eV) = 0.782
- spin multiplicity = 1
- ΔE to the lowest compared entry with this formula, charge and spin (kcal/mol) = 70.14
- orbital gap (eV) = 9.6727
- HOMO energy (eV) = -8.9

```
11
C3H5NO2 the ωB97M-V functional and the def2-TZVPD basis
N -0.2358 1.6382 -0.9082
C 0.4748 0.5998 -0.3809
O 1.6105 0.3203 -0.7180
C -0.2313 -0.1710 0.6837
C 0.3644 -1.7334 0.6529
O -0.7319 -2.1462 0.3485
H -1.2320 1.7335 -0.7917
H 0.2161 2.2013 -1.6101
H -1.3519 -0.0518 0.5144
H -0.0495 0.1953 1.6764
H 1.1665 -2.5859 0.5330
```

These are the Mulliken partial charges, in e, on atoms 1 to 2: N -0.38; C 0.46

A cluster of 7 separate species, C34H43N6P2S3 in total at a distorted geometry. Source: the Open Molecules 2025 dataset; level of theory: the ωB97M-V functional and the def2-TZVPD basis.

Summary:
- LUMO energy (eV) = -4.145
- spin multiplicity = 1
- orbital gap (eV) = 6.6433
- net charge = +1
- HOMO energy (eV) = -10.8

```
88
C34H43N6P2S3 the ωB97M-V functional and the def2-TZVPD basis
C -1.3351 -1.2707 0.7736
C -2.6398 -0.4910 0.5296
C -2.8595 -0.3153 -0.9631
C -4.1146 0.4357 -1.3442
S -5.6402 -0.2565 -0.6289
P -6.0941 0.7018 1.2713
S -5.7639 2.5896 1.0481
P -5.6551 -2.3954 -0.4344
S -7.0808 -2.8020 0.8115
H -1.5224 -2.3189 0.9664
H -0.7438 -0.8439 1.5716
H -0.7160 -1.2253 -0.1184
H -3.4374 -1.0916 0.9702
H -2.6039 0.4609 1.0506
H -2.7669 -1.2627 -1.4874
H -2.0389 0.2910 -1.3360
H -4.0672 1.4655 -1.0015
H -4.2584 0.4399 -2.4183
H -7.4283 0.3925 1.5599
H -5.2232 0.1143 2.1996
H -4.3706 -2.7816 -0.0248
H -5.8925 -2.9136 -1.7178
N -1.7559 0.4554 -4.1744
C -0.9035 1.4551 -4.4005
C -0.9664 2.2840 -5.5093
C -1.9672 2.0639 -6.4406
C -2.8617 1.0281 -6.2256
C -2.7129 0.2601 -5.0828
H -0.1315 1.5910 -3.6511
H -0.2472 3.0802 -5.6388
H -2.0484 2.6880 -7.3205
H -3.6561 0.8192 -6.9284
H -3.3927 -0.5620 -4.8786
N 1.0428 -1.6784 3.2313
C 1.2190 -2.2914 4.4011
C 2.4494 -2.7346 4.8593
C 3.5623 -2.5337 4.0585
C 3.4021 -1.8998 2.8372
C 2.1269 -1.4947 2.4765
H 0.3232 -2.4307 4.9966
H 2.5316 -3.2242 5.8198
H 4.5409 -2.8655 4.3802
H 4.2461 -1.7227 2.1803
H 1.9565 -0.9916 1.5289
N 6.1669 -1.4800 0.8098
C 7.0754 -0.5165 0.6506
C 8.1836 -0.6385 -0.1739
C 8.3634 -1.8245 -0.8658
C 7.4301 -2.8367 -0.7085
C 6.3538 -2.6153 0.1360
H 6.8919 0.3903 1.2163
H 8.8872 0.1768 -0.2680
H 9.2173 -1.9589 -1.5176
H 7.5338 -3.7773 -1.2293
H 5.5974 -3.3799 0.2854
N 5.5928 2.3646 1.9411
C 5.9863 3.5909 2.2796
C 5.1410 4.5487 2.8178
C 3.8112 4.2156 3.0145
C 3.3844 2.9442 2.6674
C 4.3118 2.0608 2.1380
H 7.0344 3.8101 2.1082
H 5.5171 5.5286 3.0765
H 3.1192 4.9350 3.4331
H 2.3555 2.6409 2.8060
H 4.0233 1.0529 1.8570
N -9.1954 4.7599 0.6404
C -8.0065 5.2378 0.9995
C -7.7988 6.5276 1.4615
C -8.8913 7.3747 1.5524
C -10.1369 6.8963 1.1810
C -10.2347 5.5870 0.7354
H -7.1870 4.5308 0.9067
H -6.8082 6.8589 1.7419
H -8.7740 8.3904 1.9069
H -11.0157 7.5233 1.2356
H -11.1915 5.1726 0.4382
N 4.6191 -6.0263 -0.3597
C 3.3584 -6.1264 -0.7740
C 2.9856 -6.1344 -2.1095
C 3.9775 -6.0283 -3.0706
C 5.2949 -5.9214 -2.6578
C 5.5590 -5.9280 -1.2970
H 2.6140 -6.2048 0.0110
H 1.9444 -6.2222 -2.3877
H 3.7283 -6.0298 -4.1238
H 6.1009 -5.8359 -3.3735
H 6.5757 -5.8521 -0.9274
```

These are the Mulliken partial charges, in e, on atoms 1 to 2: C -1.45; C 0.06